ORCA calculation (ωB97M-V/def2-TZVPD) on a cluster of 2 separate species, C5H11N2O3 in total.

Last column: Löwdin charge in e.
Geometry (Å):
O1 -0.7542 -0.5111 1.6762  0.072
O2 0.1190 1.4266 1.0669  0.042
O3 0.8328 -0.0556 -3.4378  -0.002
N1 0.7583 0.1426 -1.9725  -0.019
N2 -0.0680 -1.8658 -1.5216  0.121
C1 0.3501 0.1471 1.3952  -0.309
C2 -1.9338 0.2540 1.3636  -0.002
C3 1.7160 -0.4814 1.4457  0.061
C4 0.2767 -0.6707 -1.0416  -0.172
C5 -1.3016 1.6413 0.9304  -0.015
H1 -0.1045 -2.6035 -0.8165  0.112
H2 1.5543 -1.5781 1.6755  0.142
H3 1.3255 0.6414 -3.8258  0.074
H4 -2.4567 0.2482 2.2193  0.103
H5 2.1586 -0.0735 2.3622  0.114
H6 -1.4174 1.9443 -0.0207  0.090
H7 -1.4023 2.4772 1.6852  0.168
H8 0.7166 1.1251 -1.8585  0.116
H9 -2.4977 -0.0229 0.5480  0.116
H10 2.1894 -0.0252 0.5915  0.097
H11 -0.0611 -2.1601 -2.4648  0.092

charge: +1
ΔE to the lowest compared entry with this formula, charge and spin: 4.7779 eV
orbital gap: 0.3462 Ha
max |F|: 5.57 eV Å⁻¹
HOMO energy: -12.96 eV